Molecular formula: C10H13F2NO
Method: DFT, ωB97M-V/def2-TZVPD

## Properties
total energy = -718.3098 Eh
LUMO energy (spin up / spin down) = 0.92 / -1.54 eV

The geometry in ORCA input format:
```
! wB97M-V def2-TZVPD RIJCOSX def2/J DEFGRID3
* xyz 0 3
C -2.785 -0.842 -1.068
C -1.842 -1.766 -0.750
C -2.393 0.552 -1.073
C -0.398 -1.706 -0.907
C 0.705 1.554 2.693
C 1.581 0.992 1.656
C 0.215 -0.727 -1.550
C 0.313 1.635 1.203
C -1.440 1.196 -0.400
C 2.555 -1.256 -0.988
N -0.738 0.803 0.711
O 1.609 -0.520 -1.753
F 0.277 -2.661 -0.242
F -1.333 2.540 -0.641
H -3.835 -1.104 -1.289
H -2.166 -2.761 -0.526
H -3.107 1.169 -1.552
H 0.167 0.934 3.359
H 1.017 2.460 3.130
H 2.403 1.529 1.476
H 1.737 -0.069 1.535
H -0.403 0.004 -2.223
H 0.523 2.468 0.688
H 3.431 -0.658 -0.983
H 2.647 -2.277 -1.338
H 2.111 -1.316 0.133
H -0.851 -0.174 0.701
*
```

Molecular formula: C10H13N
Method: DFT, ωB97M-V/def2-TZVPD

## Properties
total energy = -443.4810 Eh
LUMO energy = 0.91 eV
ΔE to the lowest compared entry with this formula, charge and spin = 77.0 kcal/mol
structure (SMILES) = C=C[C@@]1(C)CCn2cccc21

The geometry in ORCA input format:
```
! wB97M-V def2-TZVPD RIJCOSX def2/J DEFGRID3
* xyz 0 1
C 2.510 0.204 -0.067
C 1.602 0.986 0.502
C 0.130 0.681 0.493
C -0.391 1.142 1.775
C -0.577 1.334 -0.805
C -1.130 0.189 -1.664
N -0.729 -1.070 -1.060
C -1.150 -2.328 -1.239
C -0.768 -3.049 -0.136
C -0.221 -2.190 0.793
C -0.229 -1.001 0.195
H 3.601 0.255 0.043
H 2.138 -0.762 -0.478
H 1.976 2.050 0.724
H -0.193 2.202 2.016
H -0.038 0.569 2.744
H -1.508 1.094 1.925
H 0.439 1.725 -1.278
H -1.134 2.170 -0.434
H -2.194 0.380 -1.677
H -0.731 0.443 -2.679
H -1.722 -2.789 -2.036
H -1.259 -3.999 0.128
H 0.414 -2.580 1.592
*
```

Molecular formula: C10H13N2
Method: DFT, ωB97M-V/def2-TZVPD

## Properties
total energy = -497.7586 Eh
LUMO energy = -6.07 eV
ΔE to the lowest compared entry with this formula, charge and spin = 245.2 kcal/mol

The geometry in ORCA input format:
```
! wB97M-V def2-TZVPD RIJCOSX def2/J DEFGRID3
* xyz 1 1
C -0.226 1.780 -1.624
C 0.138 1.753 -3.008
C 0.339 0.876 -0.697
C 1.084 0.804 -3.323
C 1.197 0.042 -1.337
C 1.716 -0.228 -2.526
C -0.408 0.480 2.187
C 2.634 -1.293 -2.946
C -0.618 -1.928 2.572
C -2.487 0.692 3.724
N -0.285 -0.591 3.046
N -1.232 0.470 3.221
H -0.890 2.558 -1.104
H -0.391 2.565 -3.507
H -0.012 0.712 0.366
H 1.179 0.451 -4.405
H 2.973 -2.150 -2.205
H 2.285 -1.704 -3.917
H 3.562 -0.647 -3.305
H -0.522 -2.744 3.337
H -1.580 -1.873 2.116
H 0.081 -2.183 1.751
H -3.168 1.148 3.032
H -2.507 1.266 4.689
H -2.863 -0.256 3.859
*
```